# 1
C11H18N2O | wB97M-V/def2-TZVPD

Cartesian coordinates (Å):
H 2.84255 -1.80068 1.52527
H 4.81472 -0.62958 1.26829
C 3.06505 -0.84449 -1.29764
C -4.12139 0.93615 0.44152
H 3.49038 -1.83944 -1.46676
H -1.65852 -0.11503 -1.70415
C 3.97962 -0.06694 0.85114
C 0.68276 2.78786 -0.38547
H -2.77410 -1.47259 0.79621
N 0.57927 3.04787 0.77218
C -4.12018 -0.31760 -0.42861
C 4.11778 0.08106 -0.67859
H 5.12224 -0.16900 -1.01965
H 3.98206 0.91477 1.32448
C 2.65327 -0.80259 1.11553
C -2.86222 -1.16694 -0.24979
H 2.67747 -0.47573 -2.24717
N 0.76115 -0.93425 -0.43657
H 3.91314 1.11173 -0.97070
H -3.90511 0.68129 1.47655
C 2.00742 -0.91948 -0.23799
H -4.99079 -0.93123 -0.17850
C -0.39621 -1.30482 -0.53598
H -2.96088 -2.07565 -0.84792
H -1.46136 0.47134 -0.04658
H 1.16213 3.42313 1.48380
H -3.37478 1.65159 0.10322
H -4.21516 -0.02769 -1.47705
H 2.00803 -0.27896 1.82068
H -5.09169 1.42521 0.40302
C -1.58656 -0.42991 -0.65751
O 0.57554 2.48069 -1.49252

## Properties
calculated total energy: -16724.6028 eV
highest occupied orbital energy: -7.00 eV
spin multiplicity: 1
HOMO-LUMO gap: 0.2794 Ha
net charge: 0

natural (NBO) population analysis, charges in e, atoms 1 to 4: atom 1 (H): 0.214, atom 2 (H): 0.206, atom 3 (C): -0.437, atom 4 (C): -0.609

=====

# 2
C8H12N | wB97M-V/def2-TZVPD

Cartesian coordinates (Å):
H 1.89820 -0.04488 -1.46875
C 1.39773 0.04487 -0.45866
C -2.91963 -0.77244 0.74884
H 4.28976 -0.93918 -0.03434
C -2.25479 1.33138 -0.38639
C -2.98609 0.01828 -0.49014
H -3.66416 -0.31529 -1.21201
H 2.25868 0.51155 1.43444
H 4.62963 0.58755 0.75425
H -2.46131 1.94147 -1.28230
H -2.67416 -0.17211 1.64237
C 2.40811 -0.14184 0.61437
C -0.95664 0.48427 -0.30250
H 3.78891 0.44121 -0.86883
H 2.15993 -1.09192 0.94898
H -2.46395 1.97571 0.42663
C 3.88880 0.00146 0.10532
H -3.48592 -1.73257 0.93780
H -1.36042 -1.82199 -0.44279
N 0.25916 0.52363 -0.32766
C -1.75185 -0.82917 -0.33861

## Properties
calculated total energy: -9965.7800 eV
highest occupied orbital energy (alpha / beta): -9.99 / -14.86 eV
spin multiplicity: 3
expectation value of S²: 2.02
HOMO-LUMO gap (alpha / beta): 0.2353 / 0.2254 Ha
net charge: +1

natural (NBO) population analysis, charges in e, atoms 1 to 4: atom 1 (H): 0.276, atom 2 (C): -0.104, atom 3 (C): -0.290, atom 4 (H): 0.218

=====

The highest spin multiplicity belongs to which entry? C8H12N

=====

What is the formula in the second record? C8H12N